Record 1
C16H33N2O3 | wB97M-V/def2-TZVPD

For the HOMO energy (spin up / spin down), the calculation gives -0.2755 / -0.3333 Eh. The calculation puts the frontier orbital gap (spin up / spin down) at 8.35 / 9.92 eV. As for the LUMO energy (spin up / spin down): 0.85 / 0.85 eV. As for the spin multiplicity: 2.

Last column: natural (NBO) charge in e.
CARTESIAN COORDINATES (ANGSTROEM)
C: 2.74 0.20 2.43  -0.599
C: 2.92 1.71 2.38  -0.407
C: 2.97 2.30 0.95  -0.430
C: 1.96 3.40 0.70  -0.060
O: 0.59 3.07 0.91  -0.572
C: -0.21 2.57 -0.19  0.417
N: -0.13 3.38 -1.39  -0.848
C: -1.65 2.65 0.33  -0.432
C: -2.26 1.37 0.89  0.099
C: -1.58 0.88 2.18  -0.621
C: -3.74 1.60 1.16  -0.605
N: -2.13 0.33 -0.16  0.031
O: -2.90 -0.69 -0.08  -0.426
C: -0.91 0.18 -1.01  0.111
C: -1.33 0.47 -2.45  -0.623
C: -0.39 -1.25 -0.88  -0.602
C: 0.19 1.13 -0.52  -0.456
H: 2.97 -0.19 3.43  0.210
H: 3.41 -0.30 1.72  0.201
H: 1.72 -0.10 2.19  0.199
H: 3.84 1.97 2.91  0.200
H: 2.11 2.19 2.93  0.208
H: 2.88 1.50 0.21  0.199
H: 3.95 2.76 0.77  0.209
H: 2.10 3.82 -0.30  0.161
H: 2.15 4.22 1.41  0.184
H: 0.78 3.30 -1.84  0.359
H: -0.28 4.36 -1.17  0.367
H: -2.28 2.98 -0.50  0.226
H: -1.69 3.42 1.11  0.233
H: -0.56 0.54 2.02  0.212
H: -2.15 0.05 2.60  0.221
H: -1.55 1.70 2.91  0.216
H: -4.21 0.67 1.46  0.237
H: -4.24 1.96 0.26  0.213
H: -3.85 2.33 1.95  0.207
H: -2.20 -0.14 -2.71  0.223
H: -0.51 0.21 -3.13  0.206
H: -1.57 1.52 -2.59  0.225
H: -0.28 -1.53 0.17  0.209
H: -1.06 -1.96 -1.35  0.234
H: 0.58 -1.32 -1.36  0.215
H: 0.65 0.70 0.36  0.230
H: 0.97 1.13 -1.30  0.216
C: 1.64 -6.33 -1.73  -0.721
C: 0.55 -5.29 -1.82  0.597
O: 0.81 -4.11 -1.96  -0.543
C: -0.87 -5.78 -1.73  -0.722
H: 2.61 -5.86 -1.80  0.235
H: 1.56 -6.87 -0.78  0.229
H: 1.51 -7.07 -2.52  0.228
H: -1.02 -6.31 -0.78  0.229
H: -1.07 -6.50 -2.52  0.228
H: -1.56 -4.95 -1.80  0.240

Record 2
C16H34BN3O7P | wB97M-V/def2-TZVPD

For the HOMO energy, the calculation gives -0.4013 Eh. The relative energy (zero: lowest compared OMol25 entry of this formula, charge and spin) is 113.31 kcal per mole. The calculation puts the frontier orbital gap at 7.67 eV. As for the LUMO energy: -3.25 eV. Its net charge is +1.

Last column: natural (NBO) charge in e.
CARTESIAN COORDINATES (ANGSTROEM)
C: 2.16 -0.66 1.22  -0.099
C: 1.11 0.10 1.48  0.016
N: -0.03 1.02 1.87  -0.289
C: 0.51 1.93 2.91  -0.617
B: 0.14 3.51 2.84  1.166
O: -0.51 4.13 3.99  -0.881
O: 0.44 4.41 1.73  -0.928
C: -0.54 1.58 0.58  -0.259
C: -2.13 1.96 0.57  -0.252
N: -2.78 1.99 1.92  -0.495
C: -4.28 2.08 1.81  -0.239
C: -4.86 3.59 1.78  -0.538
C: -3.77 4.72 2.23  0.796
O: -3.30 5.58 1.41  -0.543
O: -3.42 4.70 3.65  -0.712
C: -2.49 0.78 2.76  -0.247
C: -1.11 0.04 2.36  -0.357
P: -0.48 -1.22 3.65  1.419
O: -1.63 -1.67 4.58  -1.035
H: 3.09 -1.35 1.26  0.326
H: 1.67 1.86 2.89  0.291
H: 0.22 1.56 3.98  0.275
H: -0.34 5.11 3.93  0.525
H: 1.42 4.51 1.61  0.508
H: -0.47 0.70 -0.19  0.254
H: 0.13 2.40 0.10  0.288
H: -2.71 1.23 -0.12  0.197
H: -2.23 3.01 0.07  0.266
H: -4.83 1.53 2.68  0.237
H: -4.64 1.57 0.82  0.208
H: -5.32 3.91 0.78  0.256
H: -5.72 3.66 2.57  0.253
H: -3.10 3.76 3.79  0.490
H: -3.33 -0.03 2.64  0.249
H: -2.38 1.10 3.88  0.238
H: -1.36 -0.60 1.41  0.273
H: 0.04 -2.37 2.93  -0.017
H: 0.62 -0.72 4.43  -0.033
C: 4.16 -1.40 -5.08  -0.247
O: 2.84 -1.85 -5.31  -0.559
C: 2.77 -3.26 -5.58  -0.074
C: 2.04 -3.98 -4.45  -0.242
N: 2.86 -4.00 -3.23  -0.619
C: 2.14 -4.48 -2.05  -0.249
C: 0.98 -3.61 -1.54  -0.086
O: 1.39 -2.35 -1.02  -0.572
C: 1.50 -1.32 -1.98  -0.247
H: 4.14 -0.31 -5.00  0.192
H: 4.56 -1.81 -4.14  0.156
H: 4.82 -1.67 -5.91  0.181
H: 3.75 -3.69 -5.77  0.185
H: 2.18 -3.37 -6.50  0.191
H: 1.83 -5.01 -4.76  0.201
H: 1.09 -3.46 -4.27  0.162
H: 3.19 -3.06 -3.04  0.347
H: 2.87 -4.57 -1.25  0.201
H: 1.77 -5.50 -2.25  0.204
H: 0.52 -4.15 -0.70  0.189
H: 0.18 -3.49 -2.28  0.171
H: 0.78 -1.43 -2.80  0.189
H: 2.52 -1.27 -2.37  0.175
H: 1.30 -0.37 -1.49  0.163

Record 3
C16H34BrFN2O3PS | wB97M-V/def2-TZVPD

For the HOMO energy, the calculation gives -0.3965 Eh. The calculation puts the frontier orbital gap at 4.04 eV. As for the LUMO energy: -6.75 eV. Its net charge is +1.

Last column: natural (NBO) charge in e.
CARTESIAN COORDINATES (ANGSTROEM)
C: 3.51 1.80 2.50  -0.628
C: 2.24 1.29 1.77  -0.747
P: 1.09 0.22 2.71  0.945
C: 2.10 -0.93 3.71  -0.726
C: 1.71 -2.37 3.35  -0.595
N: 0.05 1.18 3.76  -0.953
C: -1.08 1.82 3.06  -0.276
C: -1.98 0.79 2.41  -0.209
C: -2.78 -0.02 3.43  -0.647
Br: -3.24 1.80 1.28  -0.041
S: 0.88 2.28 4.66  2.557
O: 1.21 3.41 3.88  -0.919
O: 1.87 1.64 5.42  -0.908
F: -0.22 2.73 5.63  -0.467
H: 4.38 1.26 2.13  0.206
H: 3.49 1.64 3.57  0.227
H: 3.68 2.84 2.26  0.228
H: 2.58 0.66 0.95  0.227
H: 1.72 2.13 1.31  0.244
H: 2.02 -0.75 4.78  0.264
H: 3.13 -0.80 3.40  0.233
H: 0.76 -2.62 3.81  0.213
H: 1.63 -2.46 2.27  0.196
H: 2.47 -3.07 3.67  0.220
H: -0.78 2.59 2.36  0.218
H: -1.68 2.32 3.81  0.231
H: -1.44 0.16 1.73  0.233
H: -2.78 -1.07 3.17  0.223
H: -3.81 0.32 3.48  0.236
H: -2.35 0.12 4.42  0.227
C: 0.47 -2.27 -4.16  -0.636
C: -0.44 -1.95 -2.95  0.104
C: -1.92 -1.94 -3.37  -0.407
C: -2.29 -0.75 -4.25  -0.415
C: -1.92 0.58 -3.59  -0.400
C: -0.47 0.68 -3.10  0.099
N: -0.11 -0.59 -2.34  0.331
O: -0.48 -0.54 -1.18  -0.089
C: 0.49 0.90 -4.29  -0.634
C: -0.29 1.91 -2.21  -0.632
C: -0.18 -3.08 -1.95  -0.627
H: 0.41 -3.33 -4.39  0.248
H: 0.18 -1.75 -5.07  0.222
H: 1.51 -2.04 -3.94  0.233
H: -2.55 -1.93 -2.47  0.228
H: -2.12 -2.87 -3.89  0.257
H: -1.81 -0.83 -5.23  0.214
H: -3.36 -0.77 -4.43  0.255
H: -2.09 1.40 -4.28  0.256
H: -2.59 0.75 -2.74  0.232
H: 1.53 0.82 -3.97  0.231
H: 0.35 1.90 -4.69  0.248
H: 0.33 0.22 -5.12  0.223
H: -0.98 1.94 -1.37  0.245
H: -0.45 2.80 -2.81  0.248
H: 0.72 1.96 -1.81  0.233
H: 0.86 -3.09 -1.63  0.236
H: -0.40 -4.03 -2.42  0.247
H: -0.81 -3.01 -1.06  0.238

Record 4
C16H34Cl12INOP | wB97M-V/def2-TZVPD

For the HOMO energy, the calculation gives -0.4302 Eh. The calculation puts the frontier orbital gap at 8.92 eV. As for the LUMO energy: -2.79 eV. Its net charge is +1.

Last column: natural (NBO) charge in e.
CARTESIAN COORDINATES (ANGSTROEM)
O: 3.61 -1.36 0.14  -0.978
P: 3.09 -1.56 -1.44  0.923
I: 3.55 0.61 -2.53  -0.096
C: 1.23 -1.62 -1.38  -0.595
C: 0.47 -1.20 -0.09  -0.416
C: -1.01 -1.58 -0.52  -0.239
N: -0.90 -2.54 -1.69  -0.508
C: 0.55 -3.00 -1.60  -0.234
H: 4.45 -1.80 0.20  0.508
H: 0.91 -0.96 -2.19  0.242
H: 0.55 -0.16 0.24  0.252
H: 0.63 -1.84 0.79  0.226
H: -1.37 -0.63 -0.90  0.258
H: -1.65 -2.03 0.24  0.242
H: -1.02 -2.04 -2.56  0.439
H: -1.41 -3.41 -1.61  0.449
H: 0.91 -3.64 -2.41  0.266
H: 0.58 -3.45 -0.61  0.230
Cl: 0.96 2.77 3.28  -0.074
C: 2.22 1.90 2.36  -0.397
C: 2.56 0.57 2.98  -0.395
Cl: 3.40 0.75 4.54  -0.054
H: 3.09 2.55 2.28  0.246
H: 1.82 1.75 1.35  0.211
H: 3.23 0.02 2.32  0.228
H: 1.67 -0.04 3.14  0.218
Cl: -3.17 0.55 0.60  -0.081
C: -3.95 1.69 -0.53  -0.386
C: -4.74 0.97 -1.59  -0.377
Cl: -3.69 0.06 -2.71  -0.097
H: -3.17 2.31 -0.97  0.230
H: -4.60 2.33 0.06  0.244
H: -5.31 1.68 -2.19  0.244
H: -5.45 0.27 -1.15  0.232
Cl: -7.37 1.59 -3.43  -0.076
C: -8.27 0.57 -4.57  -0.381
C: -8.43 -0.84 -4.07  -0.387
Cl: -6.88 -1.72 -4.01  -0.067
H: -7.75 0.59 -5.53  0.229
H: -9.25 1.03 -4.71  0.232
H: -9.09 -1.40 -4.73  0.231
H: -8.86 -0.86 -3.07  0.226
Cl: -2.35 3.72 1.94  -0.081
C: -1.66 5.04 2.92  -0.384
C: -1.62 4.68 4.39  -0.392
Cl: -3.25 4.59 5.10  -0.054
H: -2.25 5.93 2.74  0.228
H: -0.65 5.21 2.56  0.230
H: -1.08 5.46 4.93  0.229
H: -1.12 3.73 4.55  0.225
Cl: 8.05 2.16 0.45  -0.057
C: 7.49 2.55 2.09  -0.389
C: 6.01 2.30 2.25  -0.389
Cl: 5.03 3.45 1.31  -0.058
H: 7.74 3.58 2.30  0.230
H: 8.04 1.91 2.78  0.228
H: 5.72 2.42 3.30  0.236
H: 5.73 1.29 1.94  0.214
Cl: 2.04 -5.94 -2.39  -0.068
C: 3.58 -5.43 -1.65  -0.394
C: 3.68 -5.83 -0.20  -0.384
Cl: 2.54 -4.92 0.83  -0.075
H: 3.68 -4.35 -1.77  0.225
H: 4.37 -5.91 -2.22  0.241
H: 4.68 -5.62 0.18  0.233
H: 3.48 -6.89 -0.06  0.238